[1]
A 2-piece molecular cluster, C5H6ClI overall in a non-equilibrium geometry, computed with ωB97M-V/def2-TZVPD.

Last column: Mulliken charge in e.
Positions of all 13 atoms, in Å:
1 I 3.25461 0.72079 0.59780  -0.088
2 Cl 1.52101 -2.44513 -0.70246  -0.135
3 C -0.57656 0.93605 -0.18566  -0.386
4 C -1.14633 -1.58781 -0.04590  -0.536
5 C -0.78528 -0.32657 -0.87002  -0.161
6 C 0.02675 -1.59044 -0.59915  -0.007
7 C -0.56125 1.13749 1.12984  -0.612
8 H -0.73248 0.30432 1.79939  0.275
9 H -0.00748 1.61098 -0.77310  0.471
10 H -0.14900 2.08531 1.51233  0.294
11 H 2.14547 1.38944 -0.46433  0.079
12 H -1.15405 -0.28685 -1.98846  0.308
13 H -1.83542 -1.94758 0.58972  0.496

The largest force on an atom comes out at 4.428 eV/Å. Its charge is 0. The calculated total energy comes out at -951.8534 a.u. As for the LUMO energy: 0.0128 hartree.

***

[2]
A 2-piece molecular cluster, C4H6O2 overall, computed with ωB97M-V/def2-TZVPD.

Last column: Mulliken charge in e.
Positions of all 12 atoms, in Å:
1 O 0.49132 1.43687 -1.18810  -0.410
2 O 0.18399 -2.56353 0.90272  -0.400
3 C 0.09882 -0.31670 -0.13321  -0.029
4 C 0.15995 -1.48442 0.45016  0.495
5 C 0.21676 1.15756 0.19647  -0.272
6 C 0.28042 0.07060 -1.57841  -0.397
7 H -0.92660 -0.57156 2.41027  0.096
8 H 1.04294 1.45022 0.85710  0.242
9 H -0.70026 1.66325 0.53456  0.274
10 H -1.37478 -0.42228 1.83534  -0.071
11 H -0.61593 -0.04403 -2.20181  0.202
12 H 1.14337 -0.37599 -2.08508  0.270

The largest force on an atom comes out at 0.892 eV/Å. Its charge is 0. The calculated total energy comes out at -306.3650 a.u. As for the LUMO energy: 0.0236 hartree.

***

[3]
One molecule with the formula CH4OP2 in a non-equilibrium geometry, computed with ωB97M-V/def2-TZVPD.

Last column: Mulliken charge in e.
Positions of all 8 atoms, in Å:
1 P -0.95221 -0.06948 -0.40276  0.118
2 P 0.03703 1.90767 -0.42213  0.208
3 O -0.72695 2.77123 -1.37620  -0.503
4 C 0.12214 -1.09281 0.75325  -0.885
5 H -0.45038 -1.75971 1.46705  0.324
6 H 0.83657 -0.52561 1.25945  0.340
7 H 0.63870 0.69072 -1.32936  0.115
8 H 0.49511 -1.92199 0.05070  0.283

The largest force on an atom comes out at 3.617 eV/Å. Its charge is 0. The calculated total energy comes out at -798.3631 a.u. As for the LUMO energy: -0.0559 hartree.

***

[4]
C48H53N5O2P2Sb2Ti as an isolated structure in a non-equilibrium geometry, computed with ωB97M-V/def2-TZVPD.

Last column: Löwdin spin population.
Positions of all 113 atoms, in Å:
1 Sb 1.54849 -2.42785 0.55166  -0.001
2 Sb 2.67473 0.18110 -1.36494  -0.002
3 Ti 0.19439 0.17484 0.02722  0.954
4 P 0.58984 2.45847 1.96455  0.001
5 P -2.06108 2.06748 0.71390  0.005
6 O 1.12532 1.15357 1.32146  0.001
7 O -1.06646 1.57856 -0.36526  0.025
8 N -2.77429 -4.03665 -3.00333  0.000
9 N -1.69943 -3.75872 -3.79815  0.000
10 N -2.84284 -2.27226 -1.35606  0.000
11 N -1.04265 -4.82445 -4.00061  0.000
12 N -1.30908 -1.11355 -0.31223  0.002
13 C 0.91512 2.90386 4.71035  0.000
14 C -1.91458 -1.30775 -1.48873  0.000
15 C -2.84159 -2.70146 -0.04467  0.000
16 C -2.87642 5.50818 -1.23516  0.000
17 C 1.18997 3.77302 -0.43541  0.002
18 C 2.76760 3.41885 3.23245  0.000
19 C 1.47567 2.92257 3.43505  0.000
20 C 7.09182 -2.37165 0.64551  0.000
21 C -1.16963 2.08724 2.32750  0.002
22 C -1.89443 -1.98271 0.59661  0.005
23 C -2.35662 4.26191 -0.92472  0.000
24 C -4.02226 5.58098 0.88802  0.000
25 C 4.95422 -1.85307 -1.07531  0.000
26 C 3.90363 0.73657 0.29974  0.000
27 C 1.65350 3.38172 5.78090  0.000
28 C 3.49702 3.88768 4.30832  0.000
29 C 4.76748 -2.69589 0.03183  0.000
30 C 0.70855 -4.17894 1.47752  0.000
31 C -4.28531 0.84325 -0.23192  0.000
32 C 6.20480 -1.26574 -1.28194  0.000
33 C -3.49515 1.00038 0.91006  0.001
34 C -2.76786 -5.36572 -2.66318  0.000
35 C -1.30668 -7.22158 -3.24176  0.000
36 C -3.92796 0.49387 2.13342  0.000
37 C -3.69434 6.17029 -0.32874  0.000
38 C -5.90457 -0.36383 1.06906  0.000
39 C 0.37153 6.23253 0.58586  0.000
40 C -2.11678 -8.01439 -2.46225  0.000
41 C -5.13149 -0.19031 2.20748  0.000
42 C 0.88868 6.14202 -0.70035  0.000
43 C 7.26963 -1.52449 -0.43870  0.000
44 C 0.27334 5.09681 1.36949  0.000
45 C -5.48223 0.15363 -0.15146  0.000
46 C 3.49305 -3.43386 0.28615  -0.003
47 C 1.30315 4.91720 -1.20752  0.000
48 C -3.55366 -2.97204 -2.44543  0.000
49 C -1.61114 -0.57485 -2.74666  0.001
50 C 5.84957 -2.93496 0.87966  0.000
51 C -3.23509 -7.49431 -1.78541  0.000
52 C 2.93414 3.87857 5.58025  0.000
53 C -2.65902 3.69342 0.30987  0.000
54 C -3.50453 4.34046 1.21244  0.000
55 C 3.39689 1.65726 -2.75297  0.000
56 C -1.64381 -5.86875 -3.33433  0.000
57 C -3.58506 -6.16265 -1.86581  0.000
58 C 0.67088 3.86217 0.85175  0.000
59 C 0.77876 -3.01682 -1.38178  0.005
60 C 3.86339 -1.55787 -2.04078  -0.001
61 H 0.06484 7.19184 0.98044  0.000
62 H -3.49786 -3.47920 0.30727  0.000
63 H -0.86914 0.20318 -2.56627  0.001
64 H -0.09623 5.16715 2.38730  0.000
65 H -4.69575 6.08588 1.56714  0.000
66 H 1.72450 4.86567 -2.20334  0.000
67 H -3.35607 0.65444 3.03989  0.000
68 H 0.98092 7.03396 -1.30599  0.000
69 H -3.83970 -8.16676 -1.19164  0.000
70 H 6.33751 -0.60807 -2.13443  0.000
71 H 1.50111 2.81683 -0.83360  0.002
72 H -4.45745 -5.77611 -1.35363  0.000
73 H -2.64640 5.96185 -2.19008  0.000
74 H 1.22447 3.37381 6.77359  0.000
75 H -1.61245 2.81497 3.00899  0.000
76 H -1.19184 1.09419 2.78572  0.001
77 H 3.55136 0.24929 1.20606  0.000
78 H 4.49630 4.27242 4.15719  0.000
79 H 3.57900 -4.01234 1.20470  0.000
80 H 1.39748 -3.78410 -1.84443  0.000
81 H 4.93174 0.44413 0.10437  0.000
82 H 0.69753 -2.17265 -2.06640  0.000
83 H -0.33009 -4.30084 1.17727  0.000
84 H -0.45051 -7.61504 -3.77251  0.000
85 H 3.49478 4.26636 6.42009  0.000
86 H -3.81763 -2.25492 -3.21980  0.000
87 H 4.26249 -1.22693 -2.99820  0.000
88 H -4.08641 7.14792 -0.57519  0.000
89 H -0.21023 -3.44830 -1.23261  0.000
90 H -3.76847 3.87291 2.15584  0.000
91 H 3.15530 2.66707 -2.43029  0.000
92 H -5.47355 -0.57076 3.16082  0.000
93 H 1.28485 -5.03217 1.12342  0.000
94 H -1.24523 -1.27053 -3.50221  0.000
95 H -0.08466 2.52241 4.88032  0.000
96 H 2.97391 1.47772 -3.73949  0.000
97 H -1.90049 -9.06968 -2.36764  0.000
98 H -6.10668 0.04989 -1.03009  0.000
99 H 7.92370 -2.60695 1.29530  0.000
100 H -2.51108 -0.09983 -3.14284  0.000
101 H -1.59135 -2.03337 1.62911  0.001
102 H 3.18848 -2.39285 -2.20714  0.000
103 H 3.85262 1.81709 0.43282  0.000
104 H -3.97185 1.29753 -1.16697  0.000
105 H -4.45803 -3.40089 -2.02293  0.000
106 H -1.73048 3.73161 -1.63116  0.000
107 H 3.25507 -4.12105 -0.52840  0.000
108 H 8.23589 -1.07881 -0.63284  0.000
109 H 3.18913 3.44425 2.23373  0.000
110 H 5.72144 -3.60201 1.72398  0.000
111 H 0.77074 -4.13715 2.56319  0.000
112 H -6.85366 -0.88074 1.12898  0.000
113 H 4.47899 1.54641 -2.79984  0.000

Its spin multiplicity is 2. The largest force on an atom comes out at 1.951 eV/Å. Its charge is +3. The calculated total energy comes out at -4297.1023 a.u. As for the LUMO energy (spin up / spin down): -0.2988 / -0.2928 hartree.